[1]
DFT (ωB97M-V/def2-TZVPD) results for a molecular structure, C21H31BIrN4S5.

Computed properties:
- frontier orbital gap (eV) = 7.62
- LUMO (eV) = -3.128
- energy above the lowest of the compared OMol25 structures with the same formula, charge and spin (eV) = 0.0319
- HOMO level (eV) = -10.747
- multiplicity = 1
- net charge = +1

Last column: natural (NBO) charge in e.
Positions of all 63 atoms, in Å:
Ir 0.734121 0.069479 0.145003  0.32
C 3.232850 2.664649 1.239860  -0.56
C 3.943504 1.525954 0.533616  -0.54
S 3.062673 -0.026808 0.184980  0.44
C 3.382174 -1.108108 1.604370  -0.55
C 2.459948 -0.948931 2.786977  -0.56
S 0.727549 -0.555549 2.309241  0.53
C 0.454004 0.899960 3.367829  -0.55
C 1.002866 2.232437 2.908291  -0.57
S 2.809325 2.426919 2.983896  0.20
H 2.339760 2.976696 0.702610  0.26
H 3.924849 3.509858 1.227306  0.25
H 4.848504 1.231031 1.067209  0.24
H 4.250479 1.868971 -0.456843  0.25
H 4.415995 -0.939367 1.909518  0.26
H 3.321823 -2.106725 1.180402  0.24
H 2.791144 -0.141371 3.430998  0.26
H 2.412751 -1.876541 3.357647  0.25
H 0.840543 0.616378 4.348819  0.24
H -0.630956 0.978623 3.460803  0.24
H 0.590279 2.992278 3.575226  0.24
H 0.665327 2.467295 1.902717  0.26
C -0.561154 1.651379 -3.916071  -0.41
N -1.343700 2.195684 -2.819382  -0.33
C -2.659162 2.594001 -2.883351  -0.06
C -2.977250 3.075015 -1.660613  -0.04
N -1.869285 2.967468 -0.851848  -0.48
B -1.800534 3.416868 0.630648  0.19
N -2.320101 2.233745 1.559243  -0.46
C -2.936308 2.489810 2.760354  -0.05
C -3.313905 1.312751 3.312759  -0.08
N -2.909683 0.327738 2.446827  -0.34
C -3.166460 -1.096413 2.600378  -0.41
C -2.273487 0.905885 1.397527  0.26
S -1.676752 -0.037252 0.068879  -0.16
C -0.886548 2.431717 -1.578536  0.30
S 0.747927 2.108738 -1.113309  -0.21
H -1.217855 1.521155 -4.771820  0.22
H -0.139608 0.689727 -3.628459  0.24
H 0.247029 2.332597 -4.175769  0.23
H -3.236260 2.508464 -3.785963  0.24
H -3.898249 3.489484 -1.292748  0.24
H -0.670378 3.691805 0.909499  -0.04
H -2.558149 4.330965 0.799399  -0.03
H -3.088436 3.497385 3.103116  0.25
H -3.851127 1.092902 4.217709  0.24
H -3.586312 -1.263742 3.588755  0.22
H -2.239055 -1.653910 2.496892  0.23
H -3.868733 -1.438945 1.843174  0.23
C 0.651444 -2.015718 -0.118696  -0.52
C 0.607622 -2.033528 -1.599405  -0.10
C 1.804880 -2.005478 -2.325774  -0.20
C 1.803276 -1.966346 -3.710572  -0.21
C 0.600894 -1.972142 -4.403775  -0.22
C -0.595773 -2.022873 -3.697891  -0.16
C -0.595399 -2.047244 -2.314729  -0.22
H 1.520019 -2.542806 0.269893  0.19
H -0.248735 -2.414307 0.345523  0.22
H 2.747811 -2.033014 -1.794544  0.21
H 2.740687 -1.950310 -4.250883  0.22
H 0.595701 -1.955262 -5.485450  0.22
H -1.536635 -2.053843 -4.232717  0.21
H -1.535269 -2.105180 -1.778245  0.22

Forces on atoms 1 to 2 (eV/Å):
-0.36 0.71 0.39
0.14 0.18 0.12

---

[2]
DFT (ωB97M-V/def2-TZVPD) results for a molecular structure, C20H16IrN5O5S2.

Computed properties:
- frontier orbital gap (spin up / spin down) (eV) = 3.95 / 4.30
- expectation value of S² = 6.053
- LUMO (spin up / spin down) (eV) = -1.194 / -4.233
- HOMO level (spin up / spin down) (eV) = -5.148 / -8.531
- multiplicity = 5

Last column: Mulliken spin population.
Positions of all 49 atoms, in Å:
Ir 0.424765 -1.330363 0.362246  1.73
N -4.273165 -1.638008 2.985754  0.00
C -3.594110 -1.894420 1.844669  -0.01
C -2.203400 -1.788911 1.785358  0.03
N -1.512664 -1.964925 0.625485  -0.02
C -2.265777 -2.301766 -0.459202  0.01
C -3.623559 -2.453977 -0.365877  0.00
N -4.298264 -2.259787 0.768023  0.00
H -3.781088 -1.440153 3.836157  0.00
H -5.248830 -1.869754 3.019743  0.00
H -1.651922 -1.549847 2.680615  -0.01
H -1.756984 -2.477443 -1.393354  0.00
H -4.207210 -2.750148 -1.223260  0.00
S 0.976959 -4.976058 -2.449273  0.39
C 0.796175 -3.689143 -1.559137  -0.05
N 0.629828 -2.717812 -0.910318  0.12
O -1.681989 0.852369 0.867870  0.31
C -0.754034 0.966899 1.665168  0.14
N 0.271939 0.026063 1.699135  0.51
C 1.263953 0.423949 2.593207  0.07
O 2.267836 -0.226419 2.814128  0.31
C 0.792158 1.657228 3.223713  0.11
C 1.354810 2.433098 4.221913  -0.04
C 0.617840 3.507322 4.693088  0.11
C -0.647426 3.802018 4.174530  0.02
C -1.199387 3.050617 3.152231  0.04
C -0.470537 1.968702 2.676416  0.11
H 2.332146 2.199125 4.614978  0.00
H 1.015899 4.125763 5.485703  0.01
H -1.200423 4.633373 4.590813  0.00
H -2.171857 3.279542 2.743176  0.01
C 1.076933 0.175875 -6.108989  0.00
C 1.457250 0.160488 -4.659521  0.00
C 0.545873 0.513284 -3.670255  0.02
C 0.929366 0.566805 -2.337479  0.03
C 2.236970 0.273921 -2.006336  0.00
C 3.147178 -0.132858 -2.959439  -0.01
C 2.755095 -0.184370 -4.286237  0.01
S 2.770061 0.448771 -0.288402  -0.01
O 1.955113 1.496746 0.279371  0.02
O 4.187060 0.639308 -0.292587  0.00
O 2.381107 -0.915902 0.223285  0.04
H 0.017516 0.379240 -6.235611  0.00
H 1.313354 -0.775930 -6.580967  0.00
H 1.638667 0.951872 -6.628699  0.00
H -0.469129 0.765784 -3.942145  0.00
H 0.237288 0.887547 -1.569707  -0.01
H 4.153147 -0.371191 -2.653335  0.00
H 3.465471 -0.476526 -5.046643  0.00

Forces on atoms 1 to 2 (eV/Å):
0.39 -0.16 0.55
0.19 -0.03 0.00

---

[3]
DFT (ωB97M-V/def2-TZVPD) results for 2 unconnected molecules or ions with the total composition C11H15N.

Computed properties:
- frontier orbital gap (eV) = 8.61
- LUMO (eV) = 0.869
- energy above the lowest of the compared OMol25 structures with the same formula, charge and spin (eV) = 2.4571
- HOMO level (eV) = -7.741
- multiplicity = 1

Last column: natural (NBO) charge in e.
Positions of all 27 atoms, in Å:
C -2.280748 -1.130739 -1.282460  -0.64
C -0.851698 -0.847368 -0.986061  -0.10
C -0.017757 -1.967189 -1.037759  -0.03
N 1.306722 -1.593033 -1.016056  -0.54
C 1.336653 -0.216599 -0.755841  0.14
C 2.422746 0.714618 -0.551635  -0.24
C 2.165706 2.039033 -0.209828  -0.23
C 0.848214 2.435645 0.075615  -0.23
C -0.184190 1.612084 -0.138013  -0.20
C -0.020354 0.340635 -0.672778  -0.08
H -2.711837 -0.077864 -1.591391  0.23
H -2.829622 -1.707194 -0.461048  0.22
H -2.340958 -1.929123 -2.051211  0.22
H -0.273629 -3.064220 -1.063980  0.21
H 1.930526 -2.252685 -0.682852  0.40
H 3.468327 0.397547 -0.868943  0.22
H 2.812659 2.930621 -0.201993  0.22
H 0.623798 3.382033 0.521568  0.21
H -1.206409 2.042170 -0.001126  0.21
C -1.858580 -0.318467 1.901770  -0.62
C -1.376019 -0.427698 3.286860  -0.62
H -1.136985 -0.891830 1.311528  0.22
H -2.831817 -0.760837 1.731962  0.20
H -1.975766 0.616436 1.534991  0.20
H -0.278546 -0.483200 3.316589  0.21
H -1.934254 -1.040379 4.012980  0.22
H -1.566370 0.586020 3.826099  0.19

Forces on atoms 1 to 2 (eV/Å):
-1.52 1.06 0.22
1.42 -2.08 0.26

---

[4]
DFT (ωB97M-V/def2-TZVPD) results for a molecular structure, C18H21CoN5O4S2.

Computed properties:
- frontier orbital gap (spin up / spin down) (eV) = 7.58 / 7.73
- expectation value of S² = 0.970
- LUMO (spin up / spin down) (eV) = -0.659 / -0.581
- HOMO level (spin up / spin down) (eV) = -8.234 / -8.311
- multiplicity = 2

Last column: Mulliken spin population.
Positions of all 51 atoms, in Å:
Co 0.184559 -0.347177 -0.414040  1.07
C -0.821328 -0.019827 3.643153  0.00
C -0.523465 0.178562 2.195923  -0.01
N 0.215815 -0.601467 1.491363  -0.03
N 0.859872 -1.651635 2.058289  0.00
C 1.753530 -2.148394 1.230807  0.02
N 2.512015 -3.157619 1.700991  0.00
S 2.072117 -1.590573 -0.387134  -0.07
C -1.027966 1.348352 1.451261  0.01
C -1.892768 2.283497 1.997961  0.01
C -2.281532 3.366742 1.226060  -0.01
C -1.802298 3.487906 -0.066855  0.00
C -0.953283 2.503791 -0.547510  -0.01
N -0.571053 1.469073 0.190197  0.02
H -0.204052 -0.820933 4.037024  0.00
H -1.871833 -0.289573 3.779731  0.00
H -0.633932 0.895717 4.206184  0.00
H 2.275827 -3.561026 2.591053  0.00
H 3.100222 -3.665814 1.067399  0.00
H -2.258978 2.159457 3.007040  0.00
H -2.954029 4.110381 1.633211  0.00
H -2.081215 4.318486 -0.698989  0.00
H -0.567549 2.535879 -1.558663  0.00
C -6.442574 3.371387 1.431790  0.00
C -6.279956 1.944683 0.983058  0.00
C -6.722407 1.537328 -0.271087  0.00
C -6.574258 0.223123 -0.688846  0.00
C -5.973749 -0.696885 0.157302  0.00
C -5.527647 -0.313602 1.415190  0.00
C -5.683876 1.001624 1.818738  0.00
S -5.732209 -2.366048 -0.387854  0.00
O -5.662976 -3.181629 0.786787  0.00
O -6.680670 -2.622132 -1.432842  0.00
N -4.250966 -2.384239 -1.072066  0.00
C -4.069682 -1.654208 -2.331864  0.00
C -2.616218 -1.750236 -2.774905  0.00
C -1.646432 -1.071375 -1.834956  -0.01
O -0.474992 -0.793778 -2.249582  -0.02
O -1.980041 -0.808365 -0.644223  0.03
H -7.220306 3.878510 0.862365  0.00
H -5.515511 3.932872 1.294708  0.00
H -6.703571 3.424223 2.488923  0.00
H -7.204740 2.253952 -0.925258  0.00
H -6.947493 -0.099705 -1.651630  0.00
H -5.085751 -1.052302 2.070989  0.00
H -5.356793 1.298644 2.809107  0.00
H -3.533351 -2.107068 -0.403646  0.00
H -4.348285 -0.598252 -2.226967  0.00
H -4.722273 -2.102254 -3.077443  0.00
H -2.487765 -1.312343 -3.764447  0.00
H -2.314287 -2.798329 -2.849197  0.00

Forces on atoms 1 to 2 (eV/Å):
-0.31 -0.65 0.52
0.00 0.00 -0.01

---

[5]
DFT (ωB97M-V/def2-TZVPD) results for a single CH3F2OP molecule.

Computed properties:
- frontier orbital gap (eV) = 10.84
- LUMO (eV) = 0.426
- energy above the lowest of the compared OMol25 structures with the same formula, charge and spin (eV) = 1.0486
- HOMO level (eV) = -10.417
- multiplicity = 1

Last column: natural (NBO) charge in e.
Positions of all 8 atoms, in Å:
C -1.157680 -0.342689 0.017094  -0.26
O -0.200291 0.643431 0.339976  -0.80
P 1.393225 0.613506 -0.654430  1.67
F 1.942653 -0.824676 -0.043556  -0.59
F 2.158055 1.523693 0.465558  -0.57
H -0.536893 -1.159777 -0.531634  0.17
H -1.937419 0.132220 -0.635311  0.17
H -1.661653 -0.585709 1.042306  0.20

Forces on atoms 1 to 2 (eV/Å):
0.09 -0.35 0.11
3.90 0.90 -1.89

---

[6]
DFT (ωB97M-V/def2-TZVPD) results for a molecular structure, C38H25BrN6O3SZr.

Computed properties:
- frontier orbital gap (eV) = 6.23
- LUMO (eV) = -6.603
- energy above the lowest of the compared OMol25 structures with the same formula, charge and spin (eV) = 0.2914
- HOMO level (eV) = -12.837
- multiplicity = 1
- net charge = +2

Last column: Mulliken charge in e.
Positions of all 75 atoms, in Å:
Zr 0.236606 0.784004 0.147799  -0.29
Br -6.282658 -2.752654 1.973595  -0.11
C -4.778525 -1.938890 1.277593  -0.14
C -3.984288 -2.822386 0.492626  -0.40
C -2.811485 -2.292618 -0.096275  -0.64
C -2.341332 -1.072950 0.304946  0.11
O -1.142427 -0.722464 -0.169844  0.12
C -3.065595 -0.209217 1.164157  0.05
C -2.722120 1.115016 1.394818  0.48
N -1.799065 1.734485 0.658800  0.43
C -1.570094 3.104723 0.897845  1.83
C -2.404272 3.896909 1.690524  -0.90
C -2.133713 5.288448 1.818897  -1.00
C -1.041184 5.930056 1.302100  -0.83
C -0.178744 5.156941 0.428140  0.60
C 0.989480 5.703665 -0.188863  -0.70
C 1.695297 4.893328 -1.157960  -1.04
C 1.318475 3.558846 -1.339633  -0.06
N 0.239882 3.035194 -0.710917  -0.04
C -0.450835 3.747712 0.255466  0.32
C -4.259763 -0.728380 1.713301  -1.07
H -4.234376 -3.919496 0.515039  0.35
H -2.183733 -2.921342 -0.745704  0.48
H -3.229885 1.678277 2.172162  0.41
H -3.366039 3.471490 2.125041  0.26
H -2.703538 5.766540 2.584485  0.39
H -0.754545 6.960847 1.520877  0.44
H 1.428014 6.644332 0.149559  0.45
H 2.431541 5.366479 -1.766700  0.47
H 1.740940 2.884155 -2.077136  0.49
H -4.818558 -0.227430 2.490630  0.49
O 0.568489 2.268999 4.032062  -0.65
C 0.746179 1.520329 3.076288  0.25
O 0.994490 1.857601 1.809820  -0.25
C 0.589543 0.046016 3.204503  1.03
C 0.085452 -0.385488 4.492147  -1.31
C -0.130766 -1.739672 4.618460  -0.75
C -0.061234 -2.571381 3.485297  0.69
C -0.338779 -3.988387 3.497371  -0.70
C -0.256677 -4.793250 2.354079  -1.02
C 0.156551 -4.179710 1.166658  -0.25
C 0.636789 -2.881404 1.098622  -0.13
C 0.399148 -2.020220 2.227084  0.48
N 0.670428 -0.671153 2.096760  0.28
H -0.020890 0.386194 5.264452  0.56
H -0.548887 -2.195210 5.476283  0.50
H -0.501814 -4.444040 4.509007  0.37
H -0.474637 -5.846534 2.408093  0.48
H 0.111626 -4.686295 0.191812  0.42
H 1.040609 -2.459417 0.124006  -0.07
N 2.097327 -0.729309 -3.584436  -0.02
C 1.191236 -1.020813 -4.588491  0.51
C 1.618373 -1.804590 -5.670141  -0.79
C 0.611786 -2.368699 -6.469857  -0.40
C -0.747027 -2.067480 -6.304469  -0.73
C -1.113550 -1.167537 -5.344420  -0.61
C -0.234386 -0.689887 -4.382999  0.59
S -0.762589 0.406977 -3.086177  -0.21
N 0.577744 0.307716 -2.027158  0.15
C 1.711119 -0.279424 -2.353737  0.33
C 2.793683 -0.347349 -1.317207  0.77
C 3.940402 -1.195373 -1.428018  -0.92
C 4.879218 -1.196397 -0.404272  -0.74
C 4.602274 -0.446222 0.722117  -0.88
C 3.501874 0.472639 0.755001  -0.26
N 2.556324 0.371027 -0.176623  0.49
H 3.093418 -0.826481 -3.675535  0.33
H 2.636985 -2.223513 -5.672593  0.33
H 0.902024 -3.182747 -7.126311  0.38
H -1.460360 -2.512392 -6.951817  0.45
H -2.177556 -0.834717 -5.407359  0.31
H 3.852203 -1.969783 -2.173955  0.48
H 5.734558 -1.882699 -0.355091  0.43
H 5.356306 -0.364449 1.536034  0.44
H 3.349563 1.220876 1.529366  0.67

Forces on atoms 1 to 2 (eV/Å):
-1.18 -0.29 0.91
-0.98 0.10 0.60

---

Number 1: strongest force on any atom 0.0173 Eh/bohr. Number 2: strongest force on any atom 0.0625 Eh/bohr. Number 3: strongest force on any atom 0.0893 Eh/bohr. Number 4: strongest force on any atom 0.0172 Eh/bohr. Number 5: strongest force on any atom 0.1073 Eh/bohr. Number 6: strongest force on any atom 0.0603 Eh/bohr.